[1]
5
Properties=species:S:1:pos:R:3:forces:R:3:mulliken_charge:R:1 method="wB97M-V/def2-TZVPD" homo_ev="-11.35 / -11.34" de_lowest_kcal_mol=134.85 orbital_gap_ev="9.5 / 9.5" spin_multiplicity=1 lumo_energy_ev="-1.88 / -1.89"
N 0.5347 -2.1102 0.5204 -1.584 -0.836 2.820 -0.06
N -0.1450 -2.4605 1.5869 1.297 0.454 -2.191 -0.01
N -0.4460 -1.2262 0.1546 1.712 4.159 0.102 -0.17
O -1.1522 -1.5086 1.3582 0.948 0.046 -0.321 -0.06
H 0.3880 0.2221 0.3357 -2.373 -3.824 -0.410 0.31

[2]
6
Properties=species:S:1:pos:R:3:forces:R:3:mulliken_charge:R:1 method="wB97M-V/def2-TZVPD" homo_ev="-9.29 / -9.29" de_lowest_kcal_mol=13.01 orbital_gap_ev="8.8 / 8.8" spin_multiplicity=1 smiles="N#[N+][S-].N=O" lumo_energy_ev="-0.52 / -0.52"
N 0.3289 1.3874 -0.0893 1.866 0.510 -0.269 -0.24
N 1.2259 0.7238 -0.3039 -4.470 2.740 0.878 0.31
N -1.1144 -0.3750 0.6874 0.292 -0.251 1.153 -0.02
O -0.6184 -1.3388 0.1661 -0.749 0.312 -0.308 -0.25
S 2.0035 -0.5266 -0.5585 2.947 -2.860 -0.761 -0.02
H -1.8255 0.1292 0.0982 0.114 -0.452 -0.693 0.23

[3]
4
Properties=species:S:1:pos:R:3:forces:R:3:mulliken_charge:R:1 method="wB97M-V/def2-TZVPD" homo_ev="3.91 / 3.75" orbital_gap_ev="4.7 / 4.5" spin_multiplicity=3 s_squared=2.014 charge=-2 lumo_energy_ev="8.62 / 8.28"
N -0.2709 0.4634 0.2556 -0.437 -1.396 2.115 -0.09
O -0.8995 -0.6318 0.2117 -1.128 -0.734 -1.868 -0.63
O 0.0782 0.8016 1.4716 1.155 2.158 0.281 -0.73
H 1.0922 -0.6332 -1.9390 0.410 -0.029 -0.528 -0.54

[4]
6
Properties=species:S:1:pos:R:3:forces:R:3:mulliken_charge:R:1 method="wB97M-V/def2-TZVPD" homo_ev=-10.09 de_lowest_kcal_mol=39.08 orbital_gap_ev=8.6 spin_multiplicity=1 lumo_energy_ev=-1.47
N -0.0666 1.0445 -0.7135 0.572 2.249 -0.294 -0.56
O 0.9809 0.4955 1.7235 0.976 0.147 1.964 -0.58
O -0.3242 -2.5398 -0.2577 0.532 -0.661 0.058 -0.37
P 0.0616 0.3010 0.6399 0.004 0.737 -1.806 0.77
P -1.0591 -1.2953 -0.4162 -1.092 0.052 -0.487 0.46
H 0.4075 1.9940 -0.9760 -0.991 -2.525 0.565 0.28